{
  "formula": "C38H68BrN8OS2Si2Sr",
  "method": "wB97M-V/def2-TZVPD",
  "elements": ["Sr", "N", "C", "C", "N", "H", "H", "H", "H", "H", "H", "H", "H", "C", "C", "C", "C", "C", "C", "N", "N", "Si", "C", "C", "C", "H", "H", "H", "H", "H", "H", "H", "H", "H", "H", "H", "H", "H", "H", "H", "S", "C", "N", "C", "C", "S", "H", "H", "H", "H", "H", "N", "C", "C", "C", "C", "C", "C", "H", "H", "H", "H", "H", "H", "H", "N", "C", "O", "C", "C", "C", "C", "N", "C", "H", "H", "H", "H", "H", "H", "C", "C", "C", "C", "Si", "Br", "C", "C", "C", "C", "C", "C", "C", "C", "H", "H", "H", "H", "H", "H", "H", "H", "H", "H", "H", "H", "H", "H", "H", "H", "H", "H", "H", "H", "H", "H", "H", "H", "H", "H", "H"],
  "positions_angstrom": [[-0.1204, -0.9756, -0.0897], [2.5870, -0.8155, -0.3558], [3.2842, -0.6177, 0.9249], [2.6562, -1.4815, 2.0049], [1.2622, -1.0663, 2.2408], [2.8139, -1.7397, -0.7241], [2.8981, -0.1362, -1.0417], [3.1938, 0.4362, 1.2022], [4.3512, -0.8498, 0.8582], [3.2652, -1.4228, 2.9118], [2.6496, -2.5245, 1.6772], [1.2581, -0.1572, 2.6927], [0.8094, -1.7086, 2.8835], [-3.1178, 1.5612, -1.4853], [-3.5982, 0.3295, -0.7694], [-4.9400, 0.0841, -0.5854], [-5.3004, -1.0888, 0.0894], [-4.3398, -1.9493, 0.5469], [-2.9632, -1.6528, 0.3376], [-2.6421, -0.5009, -0.3261], [-1.9285, -2.4158, 0.7312], [-2.0040, -3.9003, 1.5976], [-2.8214, -5.2640, 0.5961], [-2.8632, -3.7461, 3.2620], [-0.2341, -4.4233, 1.9377], [-3.9071, 2.3058, -1.5754], [-2.7802, 1.3123, -2.4950], [-2.2806, 2.0062, -0.9408], [-5.6838, 0.7771, -0.9516], [-6.3466, -1.3177, 0.2528], [-4.6154, -2.8538, 1.0703], [-3.8524, -5.0265, 0.3269], [-2.8340, -6.2004, 1.1590], [-2.2692, -5.4467, -0.3297], [-3.9192, -3.4856, 3.1750], [-2.3852, -2.9717, 3.8680], [-2.8014, -4.6856, 3.8161], [0.3933, -4.4050, 1.0435], [-0.2101, -5.4453, 2.3232], [0.2363, -3.7952, 2.6996], [2.2022, -4.1845, -1.1843], [3.7357, -4.5250, -1.7394], [4.0749, -4.8543, -2.9771], [5.4988, -4.8791, -3.2868], [6.1997, -5.2044, -1.9744], [5.1408, -4.4593, -0.6972], [3.4010, -4.7830, -3.7384], [5.8081, -3.9004, -3.6658], [5.7016, -5.6264, -4.0514], [7.1997, -4.7824, -1.9244], [6.2508, -6.2778, -1.8004], [0.6170, 1.4255, -2.4374], [0.6834, 1.3891, -3.8444], [1.8148, 1.8590, -4.5080], [1.8860, 1.8112, -5.8923], [0.8383, 1.2820, -6.6353], [-0.2815, 0.7941, -5.9720], [-0.3601, 0.8413, -4.5885], [1.2409, 2.1136, -2.0375], [-0.3155, 1.6001, -2.0896], [2.6311, 2.2885, -3.9381], [2.7623, 2.2027, -6.3927], [0.8893, 1.2571, -7.7152], [-1.1063, 0.3777, -6.5358], [-1.2321, 0.4491, -4.0782], [2.4541, -1.7190, -5.7830], [2.1407, -2.9065, -5.2346], [2.8109, -3.9191, -5.4043], [0.9373, -2.9306, -4.3509], [0.0622, -4.0078, -4.3979], [-0.9982, -4.0406, -3.5125], [-1.1176, -3.0215, -2.5804], [-0.2599, -1.9982, -2.5088], [0.7362, -1.9539, -3.3917], [3.2441, -1.6802, -6.4063], [1.8107, -0.9418, -5.7792], [0.2271, -4.8010, -5.1156], [-1.7126, -4.8515, -3.5188], [-1.9136, -3.0281, -1.8438], [1.4228, -1.1200, -3.2980], [1.8054, 2.2229, 3.9243], [1.0573, 3.5543, 3.7565], [0.6001, 4.0274, 5.1487], [2.0948, 4.5537, 3.2237], [-0.4586, 3.4235, 2.5852], [0.4027, 2.2177, 0.7755], [-1.9082, 2.3660, 3.2548], [-2.7690, 3.2209, 4.2046], [-1.4187, 1.1346, 4.0308], [-2.8068, 1.8278, 2.1342], [-0.9854, 5.0824, 1.7843], [-2.2911, 4.9383, 0.9889], [0.0620, 5.6262, 0.7983], [-1.2146, 6.1372, 2.8829], [2.6208, 2.3685, 4.6391], [2.2538, 1.9013, 2.9825], [1.1770, 1.4237, 4.3129], [1.4824, 4.1943, 5.7735], [-0.0186, 3.2877, 5.6551], [0.0456, 4.9660, 5.1136], [2.9651, 4.5418, 3.8866], [1.7234, 5.5757, 3.1999], [2.4414, 4.2873, 2.2231], [-2.1993, 3.6419, 5.0330], [-3.5499, 2.5871, 4.6347], [-3.2686, 4.0385, 3.6854], [-0.8627, 1.3883, 4.9316], [-0.8020, 0.4828, 3.4061], [-2.2893, 0.5485, 4.3394], [-3.2571, 2.6065, 1.5234], [-3.6230, 1.2515, 2.5815], [-2.2658, 1.1500, 1.4748], [-2.2105, 4.1809, 0.2063], [-2.5063, 5.8928, 0.4998], [-3.1470, 4.6974, 1.6174], [0.1661, 4.9793, -0.0730], [1.0464, 5.7621, 1.2407], [-0.2759, 6.6038, 0.4426], [-1.9439, 5.8179, 3.6297], [-1.6026, 7.0486, 2.4192], [-0.2952, 6.4064, 3.3997]],
  "forces_ev_per_a": [[0.2, 0.3, -0.1], [0.0, 0.0, 0.0], [0.0, 0.0, 0.0], [0.0, 0.0, 0.0], [0.0, -0.1, 0.0], [0.0, 0.0, 0.0], [0.0, 0.0, 0.0], [0.0, 0.0, 0.0], [0.0, 0.0, 0.0], [0.0, 0.0, 0.0], [0.0, 0.0, 0.0], [0.0, 0.0, 0.0], [0.0, 0.0, 0.0], [0.0, 0.0, 0.0], [0.0, 0.0, 0.0], [0.0, 0.0, 0.0], [0.0, 0.0, 0.0], [0.0, 0.0, 0.0], [-0.1, 0.0, 0.0], [0.0, 0.0, -0.1], [0.0, 0.0, 0.1], [-0.1, -0.1, 0.0], [0.0, 0.0, 0.0], [0.0, 0.0, 0.0], [0.0, 0.0, 0.0], [0.0, 0.0, 0.0], [0.0, 0.0, 0.0], [0.0, 0.0, 0.0], [0.0, 0.0, 0.0], [0.0, 0.0, 0.0], [0.0, 0.0, 0.0], [0.0, 0.0, 0.0], [0.0, 0.0, 0.0], [0.0, 0.0, 0.0], [0.0, 0.0, 0.0], [0.0, 0.0, 0.0], [0.0, 0.0, 0.0], [0.0, 0.0, 0.0], [0.0, 0.0, 0.0], [0.0, 0.0, 0.0], [0.0, 0.0, 0.0], [-0.1, 0.1, 0.1], [0.1, -0.1, -0.1], [0.0, 0.0, 0.0], [0.0, 0.0, 0.0], [0.0, 0.0, 0.0], [0.0, 0.0, 0.0], [0.0, 0.0, 0.0], [0.0, 0.0, 0.0], [0.0, 0.0, 0.0], [0.0, 0.0, 0.0], [0.0, -0.1, 0.1], [0.0, 0.1, -0.1], [0.0, 0.0, 0.0], [0.0, 0.0, 0.0], [0.0, 0.0, 0.0], [0.0, 0.0, 0.0], [0.0, 0.0, 0.0], [0.0, 0.0, 0.0], [-0.1, 0.0, -0.1], [0.0, 0.0, 0.0], [0.0, 0.0, 0.0], [0.0, 0.0, 0.0], [0.0, 0.0, 0.0], [0.0, 0.0, 0.0], [0.0, 0.1, 0.0], [0.0, -0.1, 0.0], [0.0, 0.0, 0.0], [0.0, 0.0, 0.0], [0.0, 0.0, 0.0], [0.0, 0.0, 0.0], [0.0, 0.0, -0.1], [0.0, -0.1, 0.0], [0.0, 0.0, 0.0], [0.0, 0.0, 0.0], [0.0, 0.0, 0.0], [0.0, 0.0, 0.0], [0.0, 0.0, 0.0], [0.0, 0.0, 0.0], [0.0, 0.0, 0.0], [0.0, 0.0, 0.0], [0.0, 0.0, 0.0], [0.0, 0.0, 0.0], [0.0, 0.0, 0.0], [0.0, 0.0, 0.0], [-0.1, 0.0, 0.1], [0.0, 0.0, 0.0], [0.0, 0.0, 0.0], [0.0, 0.0, 0.0], [0.0, 0.0, 0.0], [0.0, 0.0, 0.0], [0.0, 0.0, 0.0], [0.0, 0.0, 0.0], [0.0, 0.0, 0.0], [0.0, 0.0, 0.0], [0.0, 0.0, 0.0], [0.0, 0.0, 0.0], [0.0, 0.0, 0.0], [0.0, 0.0, 0.0], [0.0, 0.0, 0.0], [0.0, 0.0, 0.0], [0.0, 0.0, 0.0], [0.0, 0.0, 0.0], [0.0, 0.0, 0.0], [0.0, 0.0, 0.0], [0.0, 0.0, 0.0], [0.0, 0.0, 0.0], [0.0, 0.0, 0.0], [0.0, 0.0, 0.0], [0.0, 0.0, 0.0], [0.0, 0.0, 0.0], [0.0, 0.0, 0.0], [0.0, 0.0, 0.0], [0.0, 0.0, 0.0], [0.0, 0.0, 0.0], [0.0, 0.0, 0.0], [0.0, 0.0, 0.0], [0.0, 0.0, 0.0], [0.0, 0.0, 0.0], [0.0, 0.0, 0.0], [0.1, 0.0, 0.0]],
  "homo_energy_ev": -9.32,
  "fmax_ev_per_a": 0.37,
  "total_charge": 1,
  "gap_ev": 7.49,
  "relative_energy_kj_mol": 30.4,
  "lumo_ev": -1.83
}